# 1
Formula: C5H12N2
Source: OMol25
Level of theory: wB97M-V/def2-TZVPD

Results
Multiplicity: 2
Kohn-Sham gap (spin up / spin down) (hartree): 0.384 / 0.252
Charge: +1
<S²>: 0.765
Energy relative to the best compared isomer or geometry (same formula, charge and spin) (kJ/mol): 222.6

XYZ file:
```
19
Properties=species:S:1:pos:R:3:mulliken_spin:R:1
C 1.83593 -1.29527 0.00273 0.05
C 0.36492 -1.74376 -0.35802 0.02
C -0.75106 -1.08691 0.53415 0.38
C -0.90542 0.27774 0.48077 0.18
N -1.70812 1.25512 0.86026 0.33
C -1.75169 2.56626 0.25159 -0.02
N 2.19333 -0.32139 -0.94633 0.00
H 1.80297 -0.99972 1.06126 -0.01
H 2.48048 -2.20010 0.07773 0.01
H 0.25326 -1.23881 -1.28966 0.03
H 0.12930 -2.83090 -0.55770 0.00
H -1.50664 -1.73189 1.05546 0.00
H -0.00934 0.60784 -0.28714 0.00
H -2.57291 1.02688 1.39685 -0.02
H -0.80450 2.98291 0.29207 0.01
H -1.93777 2.54097 -0.89487 0.03
H -2.62486 3.09068 0.71611 0.00
H 2.35959 -0.91049 -1.76513 0.00
H 3.15253 0.01086 -0.63013 0.00
```

***

# 2
Formula: C5H12N2O
Source: OMol25
Level of theory: wB97M-V/def2-TZVPD

Results
Multiplicity: 2
Kohn-Sham gap (spin up / spin down) (hartree): 0.117 / 0.249
Charge: -1
<S²>: 0.754
Energy relative to the best compared isomer or geometry (same formula, charge and spin) (kJ/mol): 142.8

XYZ file:
```
20
Properties=species:S:1:pos:R:3:mulliken_spin:R:1
O 1.49242 2.01066 -0.47817 0.21
C 1.60241 0.78831 -0.89931 0.55
C 0.61748 0.16630 -1.85979 0.10
C 1.26627 -0.53537 -3.04935 0.27
H 2.39183 0.11738 -0.51897 0.03
H -0.05114 0.96537 -2.19372 0.01
H -0.05016 -0.51980 -1.31054 0.01
H 1.98875 0.13431 -3.52147 -0.10
H 0.54467 -0.87689 -3.80496 -0.09
H 1.85021 -1.39847 -2.72081 -0.03
C -1.36126 0.51748 1.87721 0.02
C -0.92244 -0.69175 2.16839 0.02
N -1.25841 -1.30287 3.43268 0.00
N -1.20268 1.12824 0.60860 0.02
H -1.87460 1.07183 2.66815 0.01
H -0.23019 -1.21617 1.51461 -0.01
H -0.42881 -1.64715 3.90247 0.00
H -1.86526 -2.10009 3.28605 0.00
H -0.44771 1.82000 0.59026 -0.01
H -2.06139 1.56867 0.30866 -0.02
```

***

# 3
Formula: C5H12N2O
Source: OMol25
Level of theory: wB97M-V/def2-TZVPD

Results
Multiplicity: 1
SMILES: C[C@@H](O)C(N)N.C#C
Kohn-Sham gap (hartree): 0.354
Energy relative to the best compared isomer or geometry (same formula, charge and spin) (kJ/mol): 473.5

XYZ file:
```
20
Properties=species:S:1:pos:R:3:nbo_charge:R:1
C 0.12085 -0.48231 -0.08533 0.08
C 0.69625 0.31843 -1.27652 0.10
C 1.19366 -1.05707 0.82786 -0.65
N 1.61190 -0.41261 -2.13159 -0.84
N -0.41661 0.73483 -2.10956 -0.85
C -2.32907 0.32929 1.82409 -0.10
C -1.94579 1.01811 2.79342 -0.45
O -0.79649 0.37354 0.62746 -0.72
H -0.50058 -1.28465 -0.49374 0.19
H 1.27295 1.16418 -0.85491 0.15
H 1.13844 -1.19792 -2.56461 0.36
H -0.09450 1.35041 -2.84617 0.37
H 2.42329 -0.74635 -1.62759 0.36
H -1.11395 1.21483 -1.55297 0.38
H -2.99660 -0.27721 1.25533 0.22
H 1.76306 -1.83324 0.31788 0.22
H 0.73489 -1.49116 1.71377 0.23
H 1.89380 -0.28261 1.14597 0.21
H -0.40774 0.94589 1.41035 0.52
H -2.24777 1.61565 3.62686 0.24
```

***

# 4
Formula: C5H12N2O
Source: OMol25
Level of theory: wB97M-V/def2-TZVPD

Results
Multiplicity: 1
SMILES: CCN(C)CC(N)=O
Kohn-Sham gap (hartree): 0.374
Energy relative to the best compared isomer or geometry (same formula, charge and spin) (kJ/mol): 172.0

XYZ file:
```
20
Properties=species:S:1:pos:R:3:nbo_charge:R:1
C -0.59999 1.03924 1.89715 -0.62
C -1.10661 -0.17119 1.05720 -0.23
N -0.39217 -0.33251 -0.28390 -0.44
C -0.91764 -1.54803 -0.95116 -0.43
C 1.12222 -0.62204 -0.12946 -0.33
C 1.70625 0.35179 -1.18794 0.67
N 1.22203 1.63332 -1.23687 -0.84
O 2.56956 0.01795 -1.97253 -0.61
H -0.92601 1.91779 1.35357 0.21
H 0.46399 0.95953 2.00355 0.20
H -1.03120 0.97131 2.91253 0.22
H -1.23979 -0.99648 1.77737 0.18
H -2.15292 0.13195 0.71409 0.19
H -0.35263 -1.64568 -1.89162 0.21
H -0.99992 -2.47425 -0.35330 0.18
H -1.97290 -1.41316 -1.26323 0.20
H 1.30022 -1.64881 -0.35601 0.22
H 1.44454 -0.21258 0.83780 0.22
H 1.57697 2.20918 -1.99597 0.40
H 0.28601 1.83269 -0.93126 0.40
```

***

# 5
Formula: C5H12N2O
Source: OMol25
Level of theory: wB97M-V/def2-TZVPD

Results
Multiplicity: 1
SMILES: N/C=N/CCCCO
Kohn-Sham gap (hartree): 0.362
Energy relative to the best compared isomer or geometry (same formula, charge and spin) (kJ/mol): 309.0

XYZ file:
```
20
Properties=species:S:1:pos:R:3:nbo_charge:R:1
C 0.27528 0.41544 -2.02182 -0.07
O 0.84173 0.34170 -3.36680 -0.73
C -0.33760 -0.94196 -1.54452 -0.42
C 0.32861 -1.46870 -0.22052 -0.40
C 0.80980 -0.46011 0.73901 -0.25
N -1.31508 1.23200 3.09092 -0.85
C -0.25032 0.52910 2.45022 0.27
N -0.35408 0.34412 1.15842 -0.50
H -0.34788 1.26782 -1.86903 0.17
H 1.08324 0.75862 -1.42802 0.17
H 0.30350 -0.34118 -3.92921 0.46
H -1.28834 -0.70415 -1.16276 0.21
H -0.43408 -1.56419 -2.47397 0.20
H -0.50814 -2.04594 0.21394 0.20
H 1.05513 -2.23340 -0.39113 0.21
H 1.70794 0.20395 0.45235 0.19
H 1.29338 -0.93532 1.54741 0.18
H -2.11181 1.65837 2.56890 0.41
H -1.21361 1.64882 4.10859 0.39
H 0.45642 0.07745 3.13771 0.16
```

***

# 6
Formula: C5H12N2O
Source: OMol25
Level of theory: wB97M-V/def2-TZVPD

Results
Multiplicity: 1
SMILES: CNC(C)=O.C=CN
Kohn-Sham gap (hartree): 0.349
Energy relative to the best compared isomer or geometry (same formula, charge and spin) (kJ/mol): 123.0

XYZ file:
```
20
Properties=species:S:1:pos:R:3:nbo_charge:R:1
C 1.09360 1.86466 0.35191 -0.01
C 0.74171 2.17310 -0.89182 -0.53
N 0.37024 2.18471 1.48380 -0.82
H 0.51159 1.62516 2.30688 0.38
H -0.57632 2.49546 1.33475 0.38
H 2.04187 1.38647 0.56097 0.20
H -0.34039 -0.01770 0.12785 0.40
H -0.97738 0.03935 -2.23726 0.19
H 1.38949 1.96343 -1.72075 0.21
H -0.19140 2.66626 -1.10832 0.19
C 0.64302 -2.08179 1.17176 -0.71
C -0.24480 -2.05471 -0.05858 0.68
C -1.53245 -0.55686 -1.50792 -0.42
N -0.73318 -0.82313 -0.33739 -0.63
O -0.52405 -3.04038 -0.70534 -0.63
H 1.45086 -1.36094 1.07382 0.21
H 0.05506 -1.83693 2.05295 0.22
H 1.05952 -3.07674 1.28907 0.24
H -2.44511 -0.03054 -1.23500 0.19
H -1.79187 -1.51889 -1.95139 0.24
```